Run one
Computed, not measured: 2 unconnected molecules or ions with the total composition C3H11N3, with ωB97M-V/def2-TZVPD.

Last columns: bonded neighbours and bond lengths (Å).
CARTESIAN COORDINATES (ANGSTROEM)
1 H 1.70 -3.87 3.70  N12 1.003
2 H 1.24 -3.65 5.36  N12 1.002
3 C -2.75 1.64 -4.59  C14 1.339, H15 1.084, H16 1.074
4 C 2.29 -2.03 4.54  H8 1.084, N9 1.471, H11 1.089, N12 1.469
5 H -2.36 2.35 -6.58  C14 1.079
6 H 0.86 -0.97 3.84  N9 1.023
7 N -1.12 3.27 -5.26  H10 1.005, C14 1.393, H17 1.003
8 H 2.83 -1.96 3.60  C4 1.084
9 N 1.47 -0.81 4.64  C4 1.471, H6 1.023, H13 1.016
10 H -0.61 3.63 -6.05  N7 1.005
11 H 2.95 -2.09 5.41  C4 1.089
12 N 1.50 -3.26 4.47  H1 1.003, H2 1.002, C4 1.469
13 H 0.86 -0.88 5.44  N9 1.016
14 C -2.07 2.30 -5.54  C3 1.339, H5 1.079, N7 1.393
15 H -2.37 1.71 -3.58  C3 1.084
16 H -3.25 0.74 -4.91  C3 1.074
17 H -1.16 3.89 -4.48  N7 1.003

## Properties
- frontier orbital gap (eV) = 9.444
- structure (SMILES) = C=CN.NCN
- LUMO (eV) = 1.20
- total charge = 0

Run two
Computed, not measured: 2 unconnected molecules or ions with the total composition C3H11N3, with ωB97M-V/def2-TZVPD.

Last columns: bonded neighbours and bond lengths (Å).
CARTESIAN COORDINATES (ANGSTROEM)
1 N -3.31 -0.38 -1.93  C5 1.412, H13 1.012, H16 1.041
2 H 1.15 -0.29 1.55  C17 1.112
3 H 1.33 1.71 3.31  C11 1.185
4 H -1.49 -0.14 -2.66  C5 1.122
5 C -1.94 -0.23 -1.63  N1 1.412, H4 1.122, N6 1.565, H15 1.182
6 N -1.14 -1.36 -0.90  C5 1.565, H10 1.030, H14 1.101
7 H 2.35 -0.05 -0.40  N12 1.033
8 H 3.50 1.06 0.37  N12 1.107
9 H 3.25 1.34 3.11  C11 1.131
10 H -0.22 -1.54 -1.31  N6 1.030
11 C 2.21 1.20 2.70  H3 1.185, H9 1.131, C17 1.322
12 N 2.89 0.14 0.46  H7 1.033, H8 1.107, C17 1.516
13 H -3.57 -1.34 -2.12  N1 1.012
14 H -1.11 -1.49 0.19  N6 1.101
15 H -1.92 0.83 -1.10  C5 1.182
16 H -3.98 0.07 -1.27  N1 1.041
17 C 1.98 0.46 1.63  H2 1.112, C11 1.322, N12 1.516

## Properties
- frontier orbital gap (eV) = 9.285
- structure (SMILES) = C=CN.NCN
- LUMO (eV) = 0.81
- total charge = 0

Run three
Computed, not measured: 2 unconnected molecules or ions with the total composition C3H11N3, with ωB97M-V/def2-TZVPD.

Last columns: bonded neighbours and bond lengths (Å).
CARTESIAN COORDINATES (ANGSTROEM)
1 N -2.39 2.54 0.52  C9 1.478, H10 1.010, H11 1.011
2 H 4.04 -1.73 -1.76  N16 1.001
3 C 2.16 -1.60 -0.90  H14 1.086, N16 1.381, C17 1.337
4 H -3.51 0.88 1.03  C9 1.089
5 H 1.86 -0.61 0.83  C17 1.075
6 N -1.58 0.20 0.64  H7 1.002, C9 1.429, H13 1.001
7 H -1.28 0.14 1.59  N6 1.002
8 H 4.01 -1.26 -0.14  N16 1.008
9 C -2.66 1.10 0.38  N1 1.478, H4 1.089, N6 1.429, H12 1.084
10 H -1.76 2.85 -0.20  N1 1.010
11 H -1.97 2.71 1.43  N1 1.011
12 H -2.98 0.97 -0.65  C9 1.084
13 H -0.93 0.10 -0.11  N6 1.001
14 H 1.77 -2.19 -1.72  C3 1.086
15 H 0.35 -1.53 -0.05  C17 1.068
16 N 3.51 -1.33 -1.01  H2 1.001, C3 1.381, H8 1.008
17 C 1.36 -1.24 0.11  C3 1.337, H5 1.075, H15 1.068

## Properties
- frontier orbital gap (eV) = 9.400
- structure (SMILES) = C=CN.NCN
- LUMO (eV) = 1.03
- total charge = 0

So which one is most stable? That would be run three, about 31.0 kJ/mol below the next structure.

Run one
Computed, not measured: 2 unconnected molecules or ions with the total composition C3H11N3, with ωB97M-V/def2-TZVPD.

Last columns: bonded neighbours and bond lengths (Å).
CARTESIAN COORDINATES (ANGSTROEM)
1 C -3.30 -1.55 -1.90  C7 1.346, H9 1.078, N12 1.385
2 H 2.60 2.91 1.85  N14 1.015
3 H 1.13 0.88 1.63  N11 1.013
4 H -1.23 -1.56 -1.80  C7 1.084
5 H 3.97 0.34 1.50  C10 1.088
6 H -3.04 -0.03 -0.46  N12 1.002
7 C -2.10 -2.05 -2.24  C1 1.346, H4 1.084, H8 1.086
8 H -2.07 -3.11 -2.44  C7 1.086
9 H -4.17 -2.05 -2.31  C1 1.078
10 C 3.13 1.00 1.29  H5 1.088, N11 1.443, N14 1.476, H16 1.095
11 N 1.90 0.25 1.44  H3 1.013, C10 1.443, H17 0.990
12 N -3.47 -0.31 -1.31  C1 1.385, H6 1.002, H15 1.005
13 H 4.12 2.58 2.20  N14 1.015
14 N 3.20 2.16 2.19  H2 1.015, C10 1.476, H13 1.015
15 H -4.37 0.11 -1.45  N12 1.005
16 H 3.22 1.37 0.26  C10 1.095
17 H 1.97 -0.27 2.28  N11 0.990

## Properties
- frontier orbital gap (eV) = 9.284
- structure (SMILES) = C=CN.NCN
- LUMO (eV) = 1.03
- total charge = 0

Run two
Computed, not measured: 2 unconnected molecules or ions with the total composition C3H11N3, with ωB97M-V/def2-TZVPD.

Last columns: bonded neighbours and bond lengths (Å).
CARTESIAN COORDINATES (ANGSTROEM)
1 H -0.96 0.18 2.49  C9 1.083
2 H 2.32 -1.88 1.21  C15 1.086
3 H -0.41 0.10 -3.54  N17 1.006
4 H -2.04 1.92 -1.82  N12 1.019
5 H -1.07 -1.09 -2.53  N17 1.007
6 H -2.50 0.47 -1.36  N12 1.018
7 H 2.57 -0.83 2.59  C15 1.099
8 H 2.46 -0.18 0.92  C15 1.090
9 C 0.11 0.02 2.50  H1 1.083, H13 1.098, N14 1.259
10 C -0.48 0.63 -1.52  H11 1.085, N12 1.470, H16 1.085, N17 1.456
11 H 0.17 1.45 -1.83  C10 1.085
12 N -1.79 1.18 -1.16  H4 1.019, H6 1.018, C10 1.470
13 H 0.74 0.53 3.24  C9 1.098
14 N 0.61 -0.79 1.67  C9 1.259, C15 1.446
15 C 2.05 -0.91 1.62  H2 1.086, H7 1.099, H8 1.090, N14 1.446
16 H -0.11 0.12 -0.64  C10 1.085
17 N -0.43 -0.32 -2.62  H3 1.006, H5 1.007, C10 1.456

## Properties
- frontier orbital gap (eV) = 10.003
- structure (SMILES) = C=NC.NCN
- LUMO (eV) = 1.20
- total charge = 0

Run three
Computed, not measured: C3H11N3 in the gas phase, with ωB97M-V/def2-TZVPD.

Last columns: bonded neighbours and bond lengths (Å).
CARTESIAN COORDINATES (ANGSTROEM)
1 C -1.46 1.46 -0.41  H2 1.082, N6 1.516, C7 1.583, H14 1.119
2 H -2.53 1.61 -0.44  C1 1.082
3 N 0.54 -0.12 -0.03  H5 0.973, C7 1.537, C8 1.433
4 N 2.08 -2.05 0.52  C8 1.495, H15 1.037, H17 1.028
5 H 1.03 0.48 0.56  N3 0.973
6 N -0.83 1.74 -1.76  C1 1.516, H13 1.034, H16 0.999
7 C -0.98 0.04 0.12  C1 1.583, N3 1.537, H11 1.146, H12 1.131
8 C 0.75 -1.38 0.61  N3 1.433, N4 1.495, H9 1.156, H10 1.155
9 H 0.05 -2.29 0.49  C8 1.156
10 H 0.74 -1.21 1.76  C8 1.155
11 H -1.49 -0.75 -0.54  C7 1.146
12 H -1.27 -0.12 1.20  C7 1.131
13 H -0.54 2.73 -1.82  N6 1.034
14 H -1.02 2.15 0.35  C1 1.119
15 H 2.49 -1.59 1.35  N4 1.037
16 H -0.16 1.00 -1.68  N6 0.999
17 H 2.62 -1.71 -0.28  N4 1.028

## Properties
- frontier orbital gap (eV) = 9.988
- structure (SMILES) = NCCNCN
- LUMO (eV) = 0.91
- total charge = 0

Run four
Computed, not measured: 2 unconnected molecules or ions with the total composition C3H11N3, with ωB97M-V/def2-TZVPD.

Last columns: bonded neighbours and bond lengths (Å).
CARTESIAN COORDINATES (ANGSTROEM)
1 H 1.96 1.55 -0.29  C17 1.081
2 H 0.29 -0.77 1.06  C11 1.097
3 H -0.26 3.59 -0.16  C5 1.087
4 N -0.79 -2.45 1.34  H7 1.012, C11 1.438, H16 1.013
5 C 0.18 2.63 -0.41  H3 1.087, N6 1.365, C17 1.347
6 N -0.72 1.60 -0.45  C5 1.365, H13 1.003, H15 1.014
7 H -0.84 -3.42 1.04  N4 1.012
8 H -0.87 -2.26 -1.15  N10 1.008
9 H 2.19 3.35 -0.07  C17 1.079
10 N -0.38 -1.44 -0.84  H8 1.008, C11 1.480, H14 1.006
11 C 0.13 -1.71 0.52  H2 1.097, N4 1.438, N10 1.480, H12 1.092
12 H 1.11 -2.20 0.47  C11 1.092
13 H -1.57 1.78 0.06  N6 1.003
14 H 0.37 -1.31 -1.50  N10 1.006
15 H -0.57 0.61 -0.57  N6 1.014
16 H -1.73 -2.09 1.28  N4 1.013
17 C 1.52 2.54 -0.33  H1 1.081, C5 1.347, H9 1.079

## Properties
- frontier orbital gap (eV) = 8.686
- structure (SMILES) = C=CN.NCN
- LUMO (eV) = 0.95
- total charge = 0

So which one is most stable? That would be run four, about 19.8 kJ/mol below the next structure.

Run one
Computed, not measured: 4 unconnected molecules or ions with the total composition C2H11NO3, with ωB97M-V/def2-TZVPD.

Last columns: bonded neighbours and bond lengths (Å).
CARTESIAN COORDINATES (ANGSTROEM)
1 N 0.11 -1.15 -0.32  C16 1.242, C17 1.485
2 O -0.55 -1.56 -3.15  H9 0.963, H13 0.965
3 O -3.21 3.21 4.59  H7 0.985, H15 0.961
4 H 2.13 0.59 -2.12  O11 0.959
5 H 2.15 -1.90 -0.31  C17 1.082
6 H 3.09 1.82 -2.00  O11 0.964
7 H -3.81 2.78 5.24  O3 0.985
8 H 1.16 -2.69 0.90  C17 1.101
9 H -0.10 -0.91 -3.69  O2 0.963
10 H 1.58 -0.87 0.88  C17 1.079
11 O 2.52 1.32 -2.60  H4 0.959, H6 0.964
12 H -0.67 0.07 1.17  C16 1.079
13 H -0.01 -1.75 -2.37  O2 0.965
14 H -1.47 0.11 -0.44  C16 1.090
15 H -3.53 3.04 3.70  O3 0.961
16 C -0.69 -0.34 0.18  N1 1.242, H12 1.079, H14 1.090
17 C 1.29 -1.76 0.34  N1 1.485, H5 1.082, H8 1.101, H10 1.079

## Properties
- frontier orbital gap (eV) = 10.108
- structure (SMILES) = C=NC.O.O.O
- LUMO (eV) = 0.56
- total charge = 0

Run two
Computed, not measured: 4 unconnected molecules or ions with the total composition C2H11NO3, with ωB97M-V/def2-TZVPD.

Last columns: bonded neighbours and bond lengths (Å).
CARTESIAN COORDINATES (ANGSTROEM)
1 H 5.11 -0.38 0.82  O6 0.957
2 O 0.15 0.96 -1.07  H14 0.959, H17 0.948
3 H -1.95 -0.88 1.38  N4 1.028
4 N -1.75 -0.72 0.38  H3 1.028, C10 1.775, H12 1.006
5 H -3.81 -0.28 1.27  C10 1.077
6 O 4.35 0.17 1.03  H1 0.957, H9 0.953
7 H -2.68 0.76 -1.37  C11 1.088
8 O 2.07 -1.05 -0.40  H13 0.963, H16 0.979
9 H 4.46 0.77 1.76  O6 0.953
10 C -3.49 -0.36 0.24  N4 1.775, H5 1.077, C11 1.366
11 C -3.16 0.81 -0.39  H7 1.088, C10 1.366, H15 1.098
12 H -1.86 -1.58 -0.12  N4 1.006
13 H 2.81 -0.76 0.13  O8 0.963
14 H -0.50 0.37 -0.71  O2 0.959
15 H -3.36 1.81 -0.01  C11 1.098
16 H 1.52 -0.26 -0.59  O8 0.979
17 H -0.05 1.85 -0.80  O2 0.948

## Properties
- frontier orbital gap (eV) = 8.887
- structure (SMILES) = C=CN.O.O.O
- LUMO (eV) = -0.14
- total charge = 0

So which one is most stable? That would be run one, about 251.9 kJ/mol below the next structure.

Run one
Computed, not measured: 3 unconnected molecules or ions with the total composition C2H11NO3, with ωB97M-V/def2-TZVPD.

Last columns: bonded neighbours and bond lengths (Å).
CARTESIAN COORDINATES (ANGSTROEM)
1 H -0.03 1.48 -2.35  C10 1.092
2 N -1.55 1.57 -0.94  H8 1.011, C10 1.454, C13 1.426
3 O 2.49 -1.18 3.10  H11 0.960, H12 0.964
4 H -1.26 0.19 -2.55  C10 1.092
5 H -0.99 1.42 1.05  C13 1.090
6 H 0.96 -2.12 -0.43  O9 0.963
7 O -1.51 -0.40 0.33  C13 1.419, H17 0.957
8 H -2.55 1.43 -0.89  N2 1.011
9 O 1.87 -2.37 -0.20  H6 0.963, H14 0.959
10 C -1.09 1.23 -2.27  H1 1.092, N2 1.454, H4 1.092, H15 1.083
11 H 2.84 -0.58 3.76  O3 0.960
12 H 2.67 -2.09 3.37  O3 0.964
13 C -0.90 0.86 0.12  N2 1.426, H5 1.090, O7 1.419, H16 1.088
14 H 2.41 -1.58 -0.18  O9 0.959
15 H -1.61 1.86 -2.99  C10 1.083
16 H 0.15 0.74 -0.13  C13 1.088
17 H -1.91 -0.49 1.20  O7 0.957

## Properties
- frontier orbital gap (eV) = 9.730
- structure (SMILES) = CNCO.O.O
- LUMO (eV) = 0.74
- total charge = 0

Run two
Computed, not measured: 4 unconnected molecules or ions with the total composition C2H11NO3, with ωB97M-V/def2-TZVPD.

Last columns: bonded neighbours and bond lengths (Å).
CARTESIAN COORDINATES (ANGSTROEM)
1 H 0.83 -0.89 -0.72  C4 1.088
2 H 6.85 1.00 0.26  O11 0.978
3 O -0.72 0.50 2.10  H7 0.955, H8 0.953
4 C 0.04 -1.17 -1.41  H1 1.088, H6 1.103, H9 1.085, N14 1.454
5 H 5.40 0.58 -0.01  O11 0.980
6 H 0.09 -2.27 -1.41  C4 1.103
7 H -0.49 1.43 2.06  O3 0.955
8 H 0.07 0.09 2.45  O3 0.953
9 H 0.27 -0.81 -2.41  C4 1.085
10 H -2.16 -2.44 -0.48  C15 1.103
11 O 6.29 0.21 0.17  H2 0.978, H5 0.980
12 H -2.55 1.39 -0.24  O16 0.962
13 H -3.21 -0.95 -0.54  C15 1.091
14 N -1.31 -0.67 -1.24  C4 1.454, C15 1.248
15 C -2.21 -1.36 -0.70  H10 1.103, H13 1.091, N14 1.248
16 O -3.01 1.93 0.41  H12 0.962, H17 0.967
17 H -3.12 1.22 1.06  O16 0.967

## Properties
- frontier orbital gap (eV) = 10.172
- structure (SMILES) = C=NC.O.O.O
- LUMO (eV) = 0.41
- total charge = 0

So which one is most stable? That would be run one, about 58.9 kJ/mol below the next structure.

Run one
Computed, not measured: 4 unconnected molecules or ions with the total composition C2H11NO3, with ωB97M-V/def2-TZVPD.

Last columns: bonded neighbours and bond lengths (Å).
CARTESIAN COORDINATES (ANGSTROEM)
1 H -2.07 -1.97 0.13  N6 0.968
2 H -1.04 -1.60 -1.16  N6 1.153
3 H 1.73 -1.10 -0.51  O13 1.068
4 C -1.29 1.13 -0.57  H8 1.068, C9 1.358, H10 1.071
5 H 0.41 0.85 2.88  O16 0.954
6 N -1.86 -1.23 -0.45  H1 0.968, H2 1.153, C9 1.343
7 H 0.26 0.89 1.37  O16 0.980
8 H -1.19 2.01 0.02  C4 1.068
9 C -2.12 0.08 -0.31  C4 1.358, N6 1.343, H14 1.085
10 H -0.40 1.21 -1.17  C4 1.071
11 O 2.51 0.39 -0.96  H12 1.001, H17 1.012
12 H 3.50 0.53 -1.04  O11 1.001
13 O 0.86 -1.72 -0.44  H3 1.068, H15 1.028
14 H -3.14 0.46 -0.33  C9 1.085
15 H 0.56 -1.47 0.51  O13 1.028
16 O 0.93 0.79 2.08  H5 0.954, H7 0.980
17 H 2.33 0.76 -0.04  O11 1.012

## Properties
- frontier orbital gap (eV) = 8.346
- structure (SMILES) = C=CN.O.O.O
- LUMO (eV) = 0.50
- total charge = 0

Run two
Computed, not measured: 4 unconnected molecules or ions with the total composition C2H11NO3, with ωB97M-V/def2-TZVPD.

Last columns: bonded neighbours and bond lengths (Å).
CARTESIAN COORDINATES (ANGSTROEM)
1 H 0.75 1.07 -1.40  C2 1.089
2 C -0.02 1.23 -0.65  H1 1.089, N4 1.265, H15 1.088
3 H 0.65 -0.09 1.60  O9 0.968
4 N -0.68 0.27 -0.15  C2 1.265, C17 1.468
5 O 2.94 -0.19 -0.52  H7 0.963, H8 0.971
6 H -1.05 -1.79 -0.21  C17 1.085
7 H 3.81 -0.59 -0.46  O5 0.963
8 H 2.59 -0.21 0.39  O5 0.971
9 O 1.52 -0.21 1.99  H3 0.968, H12 0.967
10 H -2.69 0.31 -0.24  O11 0.971
11 O -3.63 0.12 -0.39  H10 0.971, H14 0.961
12 H 1.35 -0.47 2.91  O9 0.967
13 H -0.77 -1.06 -1.78  C17 1.090
14 H -4.11 0.57 0.32  O11 0.961
15 H -0.21 2.23 -0.27  C2 1.088
16 H 0.59 -1.36 -0.68  C17 1.090
17 C -0.45 -1.05 -0.74  N4 1.468, H6 1.085, H13 1.090, H16 1.090

## Properties
- frontier orbital gap (eV) = 10.934
- structure (SMILES) = C=NC.O.O.O
- LUMO (eV) = 0.67
- total charge = 0

So which one is most stable? That would be run two, about 214.4 kJ/mol below the next structure.

Run one
Computed, not measured: 5 unconnected molecules or ions with the total composition CH12NO4, with ωB97M-V/def2-TZVPD.

Last columns: bonded neighbours and bond lengths (Å).
CARTESIAN COORDINATES (ANGSTROEM)
1 H -1.39 -4.35 -1.38  O4 1.030
2 H -3.19 -1.21 -1.08  O16 0.948
3 H -0.75 0.86 -0.53  C6 1.169
4 O -0.87 -4.20 -0.50  H1 1.030, H12 1.054
5 N -0.07 2.72 -1.01  C6 1.295, H9 1.035, H10 1.044
6 C -0.70 1.65 -1.39  H3 1.169, N5 1.295, H7 1.106
7 H -0.75 1.35 -2.45  C6 1.106
8 H -3.33 -0.92 -2.39  O16 0.983
9 H 0.17 2.83 -0.01  N5 1.035
10 H 0.17 3.50 -1.66  N5 1.044
11 O 2.31 0.06 3.59  H13 0.975, H15 1.024
12 H 0.03 -4.67 -0.76  O4 1.054
13 H 3.19 -0.23 3.89  O11 0.975
14 H 1.57 0.99 1.59  O17 0.918
15 H 1.71 -0.67 3.99  O11 1.024
16 O -2.83 -0.53 -1.63  H2 0.948, H8 0.983
17 O 1.89 1.25 0.77  H14 0.918, H18 1.016
18 H 2.84 1.56 0.96  O17 1.016

## Properties
- frontier orbital gap (eV) = 8.749
- LUMO (eV) = -4.99
- total charge = +1

Run two
Computed, not measured: 5 unconnected molecules or ions with the total composition CH12NO4, with ωB97M-V/def2-TZVPD.

Last columns: bonded neighbours and bond lengths (Å).
CARTESIAN COORDINATES (ANGSTROEM)
1 C 2.45 -1.37 1.26  H2 1.114, H8 1.105, N17 1.265
2 H 2.54 -0.26 1.20  C1 1.114
3 H 2.42 0.68 -2.22  O5 1.024
4 O 0.01 1.06 0.97  H10 0.933, H13 0.981
5 O 2.69 -0.12 -1.64  H3 1.024, H16 0.954
6 O -0.61 -1.54 -0.38  H14 0.948, H18 0.992
7 H -5.02 4.12 -0.48  O11 0.924
8 H 3.29 -1.90 1.75  C1 1.105
9 H 0.40 -1.25 1.05  N17 1.065
10 H -0.70 0.95 0.37  O4 0.933
11 O -5.26 3.53 -1.15  H7 0.924, H12 0.966
12 H -6.13 3.17 -0.94  O11 0.966
13 H -0.15 1.91 1.43  O4 0.981
14 H -0.64 -2.44 -0.68  O6 0.948
15 H 1.14 -2.83 1.50  N17 1.047
16 H 2.91 -0.90 -2.14  O5 0.954
17 N 1.27 -1.80 1.32  C1 1.265, H9 1.065, H15 1.047
18 H -0.61 -1.01 -1.22  O6 0.992

## Properties
- frontier orbital gap (eV) = 8.906
- LUMO (eV) = -4.54
- total charge = +1

So which one is most stable? That would be run two, about 48.8 kJ/mol below the next structure.